(1)
Entry from the Open Molecules 2025 dataset: a cluster of 2 separate species, C3H8N2O in total (ωB97M-V/def2-TZVPD).

Its structure (SMILES) is [H]/N=N/C.C=CO. As for the charge: 0. Its spin multiplicity is 1.

Positions of all 14 atoms, in Å:
H 1.19 2.62 1.60
N 1.39 1.67 1.52
N 2.05 1.32 0.53
C 2.35 0.01 0.42
H 2.30 -0.74 1.14
H 1.88 -0.47 -0.44
H 3.51 0.06 0.20
C -1.24 -0.34 -0.77
C -2.31 -1.19 -0.83
O -3.49 -0.85 -0.36
H -0.38 -0.54 -1.41
H -1.53 0.66 -0.48
H -2.21 -2.23 -1.18
H -3.50 0.01 0.06

Partial atomic charges computed with the Mulliken method, in multiples of e: 0.231, -0.482, -0.048, -0.508, 0.395, 0.170, 0.250, -0.803, 0.227, -0.475, 0.292, 0.148, 0.315, 0.288

(2)
Entry from the Open Molecules 2025 dataset: an isolated molecule of C3H8N2O (ωB97M-V/def2-TZVPD).

Its structure (SMILES) is CNC(=O)NC. As for the charge: 0. Its spin multiplicity is 1.

Positions of all 14 atoms, in Å:
C -2.33 0.18 0.02
N -1.09 -0.03 0.77
C 0.08 0.44 0.08
O 0.14 1.47 -0.57
N 1.09 -0.45 0.24
C 2.35 -0.36 -0.45
H -2.52 1.23 -0.23
H -3.16 -0.23 0.61
H -2.26 -0.39 -0.91
H -1.14 0.43 1.68
H 0.80 -1.33 0.64
H 3.18 -0.54 0.24
H 2.41 -1.08 -1.27
H 2.44 0.65 -0.86

Partial atomic charges computed with the Mulliken method, in multiples of e: -0.791, -0.327, 0.506, -0.615, -0.214, -0.774, 0.288, 0.299, 0.299, 0.225, 0.258, 0.258, 0.270, 0.317

(3)
Entry from the Open Molecules 2025 dataset: a structure of composition C3H8N2O (ωB97M-V/def2-TZVPD).

As for the charge: 0. Its spin multiplicity is 1.

Positions of all 14 atoms, in Å:
C 1.24 -1.03 -0.08
N -0.34 0.95 0.49
C -0.34 -0.38 0.28
N -1.21 1.72 -0.18
C -1.35 -1.25 0.24
O 1.30 1.28 -0.06
H 2.02 1.51 0.56
H -1.25 1.52 -1.18
H -1.04 2.70 -0.02
H 1.73 -1.10 0.89
H 1.90 -0.71 -0.88
H 0.88 -2.01 -0.40
H -1.17 -2.29 0.01
H -2.37 -0.91 0.34

Partial atomic charges computed with the Mulliken method, in multiples of e: -0.912, 0.082, 0.557, -0.459, -0.885, -0.623, 0.290, 0.249, 0.278, 0.264, 0.258, 0.355, 0.247, 0.300

(4)
Entry from the Open Molecules 2025 dataset: a cluster of 2 separate species, C3H8N2O in total (ωB97M-V/def2-TZVPD).

Its structure (SMILES) is C=NC.NC=O. As for the charge: 0. Its spin multiplicity is 1.

Positions of all 14 atoms, in Å:
C 1.57 -0.97 -0.90
N 0.33 -0.79 -0.77
C -0.37 -1.64 0.17
H 2.16 -0.31 -1.53
H 2.02 -1.89 -0.47
H -1.30 -2.00 -0.25
H 0.25 -2.48 0.52
H -0.62 -1.11 1.10
N -0.76 1.77 -0.40
C -0.76 2.24 0.89
O -1.43 1.81 1.80
H 0.15 1.46 -0.72
H -1.27 0.91 -0.54
H 0.02 2.99 1.13

Partial atomic charges computed with the Mulliken method, in multiples of e: -0.225, -0.349, -0.856, 0.260, 0.201, 0.272, 0.401, 0.258, -0.515, 0.082, -0.516, 0.306, 0.327, 0.353

Most stable: (2)